Here is 18 unconnected molecules or ions with the total composition C54H94O54 from OMol25. Energies are from ωB97M-V with the def2-TZVPD basis set.

Geometry as XYZ:
```
202
C54H94O54 ωB97M-V with the def2-TZVPD basis set
C -4.358 -3.613 -2.002
C -2.949 -3.571 -1.449
O -2.280 -4.561 -2.123
C -3.160 -5.484 -2.563
O -2.830 -6.608 -3.010
O -4.423 -5.011 -2.410
H -4.439 -2.962 -2.872
H -5.192 -3.320 -1.363
H -2.951 -3.841 -0.393
H -2.433 -2.613 -1.515
C -6.693 3.438 3.281
C -5.754 3.660 2.068
O -5.389 2.314 1.950
C -6.261 1.398 2.488
O -6.233 0.166 2.302
O -7.099 2.052 3.183
H -7.515 4.154 3.271
H -6.349 3.505 4.313
H -4.909 4.322 2.255
H -6.214 3.916 1.113
C -2.941 -0.345 3.322
C -3.416 -1.076 4.602
O -4.192 -0.040 5.145
C -3.791 1.181 4.678
O -4.201 2.263 4.951
O -2.772 0.966 3.854
H -3.713 -0.266 2.556
H -2.034 -0.636 2.791
H -2.618 -1.320 5.304
H -3.936 -2.013 4.402
C -3.050 -5.871 1.621
C -2.362 -5.719 2.915
O -0.944 -5.511 2.754
C -0.716 -5.531 1.388
O 0.375 -5.436 0.862
O -1.923 -5.765 0.698
H -3.826 -5.123 1.458
H -3.339 -6.889 1.360
H -2.678 -6.622 3.437
H -2.849 -4.976 3.546
C 0.801 -6.713 -2.774
C 0.166 -7.597 -3.811
O 1.128 -8.597 -4.069
C 2.332 -8.229 -3.538
O 3.365 -8.844 -3.523
O 2.165 -6.999 -2.991
H 0.519 -6.830 -1.728
H 0.761 -5.694 -3.158
H 0.115 -7.143 -4.800
H -0.812 -8.035 -3.612
C -4.533 0.628 -0.617
C -5.516 1.355 -1.398
O -5.036 1.206 -2.661
C -4.153 0.292 -2.779
O -3.554 -0.041 -3.789
O -3.757 -0.072 -1.609
H -4.923 -0.252 -0.104
H -3.861 1.338 -0.135
H -5.603 2.346 -0.954
H -6.498 0.885 -1.352
C 0.312 -1.212 -4.578
C -0.891 -0.871 -5.538
O -1.413 -2.145 -5.873
C -0.775 -3.093 -5.207
O -1.190 -4.233 -5.223
O 0.227 -2.683 -4.538
H 0.039 -0.930 -3.561
H 1.227 -0.803 -5.007
H -0.674 -0.393 -6.493
H -1.600 -0.255 -4.984
C -0.916 3.491 5.148
O -0.298 4.570 5.976
C -0.800 4.827 7.142
O -1.560 4.131 7.775
O -0.549 6.101 7.430
C -1.006 6.656 8.661
H -0.258 3.510 4.280
H -1.873 3.726 4.682
H -0.861 2.556 5.706
H -0.868 7.734 8.745
H -0.659 6.266 9.617
H -2.043 6.332 8.742
C 5.121 -3.003 3.932
O 5.275 -1.953 4.899
C 5.459 -2.186 6.125
O 5.706 -3.223 6.680
O 5.421 -1.042 6.755
C 6.024 -0.910 8.071
H 4.282 -3.655 4.173
H 6.073 -3.522 3.823
H 4.962 -2.500 2.978
H 5.515 -1.707 8.613
H 5.789 0.048 8.535
H 7.095 -0.984 8.262
C 0.611 6.749 4.120
O 1.525 5.673 3.969
C 1.606 5.025 2.794
O 1.014 5.463 1.795
O 1.942 3.732 3.021
C 2.114 2.868 1.917
H 0.486 6.901 5.192
H -0.323 6.430 3.658
H 0.844 7.729 3.703
H 1.485 1.979 1.952
H 3.136 2.507 2.027
H 2.185 3.389 0.962
C 3.995 -4.119 -2.256
O 5.187 -4.735 -1.785
C 5.644 -4.720 -0.482
O 5.160 -3.979 0.409
O 6.660 -5.534 -0.281
C 7.141 -5.698 1.063
H 3.684 -3.285 -1.627
H 3.321 -4.970 -2.160
H 4.094 -3.848 -3.307
H 6.467 -6.355 1.613
H 7.168 -4.647 1.352
H 8.017 -6.325 0.896
C -1.969 4.339 1.984
O -2.376 5.266 1.005
C -3.271 4.900 -0.027
O -3.636 3.800 -0.383
O -3.397 6.090 -0.703
C -4.204 6.275 -1.800
H -1.215 3.652 1.598
H -2.701 3.720 2.503
H -1.448 4.941 2.728
H -3.918 5.722 -2.694
H -4.330 7.317 -2.091
H -5.228 6.037 -1.513
C 3.061 3.984 -2.739
O 3.380 2.622 -2.682
C 3.832 2.078 -1.623
O 4.238 2.713 -0.663
O 3.947 0.728 -1.892
C 4.641 -0.188 -1.052
H 2.356 4.244 -1.950
H 2.557 4.233 -3.673
H 3.866 4.684 -2.515
H 5.725 -0.072 -1.087
H 4.511 -1.191 -1.459
H 4.174 -0.079 -0.073
C 0.056 2.683 -4.334
O -1.381 2.382 -4.417
C -2.300 3.166 -5.164
O -1.988 3.874 -6.118
O -3.555 3.100 -4.642
C -4.556 3.994 -5.119
H 0.482 2.721 -5.336
H 0.669 1.937 -3.828
H 0.137 3.603 -3.755
H -5.314 3.440 -5.674
H -4.213 4.926 -5.568
H -5.014 4.487 -4.261
C -0.504 6.031 -2.484
O 0.807 6.681 -2.422
C 1.449 7.040 -3.517
O 1.167 6.649 -4.627
O 2.198 8.069 -3.218
C 2.683 8.935 -4.183
H -0.838 5.281 -3.200
H -1.266 6.810 -2.437
H -0.485 5.555 -1.504
H 3.513 8.447 -4.693
H 3.170 9.799 -3.730
H 1.931 9.143 -4.945
C 1.510 -3.338 3.617
O 0.509 -2.812 4.431
C 0.727 -1.622 5.041
O -0.116 -1.254 5.853
O 1.821 -0.871 4.536
C 2.110 0.332 5.266
H 2.338 -3.616 4.269
H 1.837 -2.628 2.857
H 1.071 -4.182 3.087
H 2.852 0.975 4.791
H 2.635 0.096 6.191
H 1.329 1.051 5.513
C 1.166 -2.253 -0.331
O 0.832 -0.918 -0.841
C 0.126 -0.118 -0.124
O -0.111 -0.126 1.099
O -0.235 0.863 -0.875
C -0.790 2.060 -0.369
H 1.658 -2.138 0.635
H 1.816 -2.916 -0.901
H 0.284 -2.881 -0.204
H 0.009 2.676 0.043
H -1.384 1.813 0.510
H -1.197 2.602 -1.223
C 1.814 -4.791 -5.993
O 2.579 -6.002 -6.217
C 3.110 -6.303 -7.421
O 2.931 -5.807 -8.493
O 3.974 -7.317 -7.105
C 4.858 -7.920 -8.076
H 1.521 -4.844 -4.944
H 0.903 -4.659 -6.576
H 2.581 -4.021 -6.072
H 5.088 -7.232 -8.890
H 4.379 -8.781 -8.542
H 5.815 -8.177 -7.624
```

The HOMO energy comes out at -10.0761 eV. The spin multiplicity is 1. For the HOMO-LUMO gap, the calculation gives 9.974 eV.